Entry 1:
This record from the OMol25 dataset describes a cluster of 5 separate species, C27H69N4O20P4 in total. The level of theory is ωB97M-V with the def2-TZVPD basis set.

Properties
E_tot = -4159.741413 Eh
total charge = -1
highest occupied orbital energy = -3.76 eV
Kohn-Sham gap = 5.4164 eV

Each atom is followed by the atoms it is bonded to, with distances in Å.
Positions of all 124 atoms, in Å:
1 C -0.84357 4.64977 -0.28994  C2 1.539, H24 1.082, H25 1.085, H26 1.084
2 C -1.19529 3.86496 -1.56596  C1 1.539, C3 1.521, H27 1.085, H28 1.086
3 C -0.44421 2.54338 -1.61397  C2 1.521, N4 1.460, H29 1.089, H30 1.094
4 N 0.99311 2.77651 -1.72508  C3 1.460, N5 1.421, H31 1.015
5 N 1.58493 1.96004 -2.72574  N4 1.421, C6 1.457, C7 1.463
6 C 1.39492 2.45586 -4.08289  N5 1.457, H32 1.084, H33 1.088, H34 1.091
7 C 2.99157 1.66819 -2.45134  N5 1.463, C8 1.519, O13 1.428, C21 1.584
8 C 3.20647 0.95387 -1.12782  C7 1.519, C9 1.537, H35 1.086, H36 1.089
9 C 3.16804 1.82211 0.13991  C8 1.537, C10 1.527, H37 1.093, H38 1.077
10 C 4.51835 1.91736 0.84697  C9 1.527, C11 1.529, H39 1.085, H40 1.091
11 C 5.07224 0.55287 1.26000  C10 1.529, N12 1.478, H41 1.088, H42 1.086
12 N 6.27752 0.15999 0.49953  C11 1.478, H43 1.009, H44 1.008
13 O 3.43080 0.84537 -3.53316  C7 1.428, C14 1.400
14 C 2.87564 -0.43848 -3.58999  O13 1.400, C15 1.530, H45 1.088, H46 1.097
15 C 3.84624 -1.53006 -3.13618  C14 1.530, N16 1.455, H47 1.088, H48 1.099
16 N 5.18903 -1.20355 -3.58993  C15 1.455, C17 1.466, H49 1.012
17 C 6.02789 -2.38575 -3.80626  N16 1.466, C18 1.533, H50 1.095, H51 1.085
18 C 7.51523 -2.01998 -3.87561  C17 1.533, C19 1.513, O20 1.434, H52 1.089
19 C 7.75342 -0.54053 -4.08754  C18 1.513, H53 1.084, H54 1.080, H55 1.092
20 O 8.10738 -2.74783 -4.96049  C18 1.434, H56 0.956
21 C 3.91147 2.95622 -2.51592  C7 1.584, O22 1.259, O23 1.275
22 O 4.98922 2.84003 -3.15680  C21 1.259
23 O 3.45333 3.99041 -1.92752  C21 1.275
24 H -0.09036 4.12643 0.28318  C1 1.082
25 H -1.73105 4.79533 0.31645  C1 1.085
26 H -0.47716 5.64462 -0.51567  C1 1.084
27 H -2.27112 3.72315 -1.57868  C2 1.085
28 H -0.94575 4.43890 -2.45408  C2 1.086
29 H -0.82187 1.88968 -2.39838  C3 1.089
30 H -0.66923 2.04318 -0.66715  C3 1.094
31 H 1.15288 3.74772 -1.97348  N4 1.015
32 H 0.46765 3.01369 -4.14441  C6 1.084
33 H 1.28340 1.61504 -4.76379  C6 1.088
34 H 2.22036 3.07297 -4.43994  C6 1.091
35 H 4.18269 0.48080 -1.18605  C8 1.086
36 H 2.48604 0.14798 -0.99768  C8 1.089
37 H 2.49115 1.34936 0.85548  C9 1.093
38 H 2.77059 2.80765 -0.03802  C9 1.077
39 H 5.21706 2.48985 0.24623  C10 1.085
40 H 4.33198 2.48827 1.75746  C10 1.091
41 H 5.32787 0.60279 2.31680  C11 1.088
42 H 4.31284 -0.21983 1.18437  C11 1.086
43 H 6.11414 -0.69071 -0.01791  N12 1.009
44 H 7.05034 -0.01177 1.12381  N12 1.008
45 H 1.91767 -0.53389 -3.08340  C14 1.088
46 H 2.67790 -0.63396 -4.65153  C14 1.097
47 H 3.81380 -1.58248 -2.05037  C15 1.088
48 H 3.49341 -2.50179 -3.50853  C15 1.099
49 H 5.08279 -0.76794 -4.49681  N16 1.012
50 H 5.78364 -2.82912 -4.77757  C17 1.095
51 H 5.81880 -3.15081 -3.06647  C17 1.085
52 H 8.00525 -2.30223 -2.94537  C18 1.089
53 H 7.38276 -0.21600 -5.05354  C19 1.084
54 H 7.33711 0.06280 -3.29464  C19 1.080
55 H 8.83065 -0.36340 -4.08435  C19 1.092
56 H 8.71528 -2.15687 -5.40314  O20 0.956
57 C -7.84725 6.42757 -3.07501  O58 1.429, H65 1.089, H66 1.089, H67 1.089
58 O -6.42685 6.28007 -3.03546  C57 1.429, P59 1.596
59 P -5.74693 5.48920 -1.82779  O58 1.596, O60 1.455, O61 1.579, O63 1.584
60 O -4.30287 5.38825 -1.97268  P59 1.455
61 O -6.54297 4.12895 -1.72898  P59 1.579, C62 1.439
62 C -6.35064 3.18794 -2.80090  O61 1.439, H68 1.090, H69 1.091, H70 1.086
63 O -6.26948 6.21328 -0.51991  P59 1.584, C64 1.436
64 C -5.50121 7.32544 -0.03533  O63 1.436, H71 1.088, H72 1.089, H73 1.088
65 H -8.21912 5.96667 -3.98942  C57 1.089
66 H -8.33235 5.96194 -2.21784  C57 1.089
67 H -8.08753 7.48964 -3.08754  C57 1.089
68 H -5.38388 3.33177 -3.28335  C62 1.090
69 H -7.14909 3.30700 -3.53418  C62 1.091
70 H -6.39705 2.18531 -2.38732  C62 1.086
71 H -6.19769 8.06360 0.35622  C64 1.088
72 H -4.90325 7.77682 -0.82564  C64 1.089
73 H -4.84405 6.98585 0.76226  C64 1.088
74 C -6.79308 -4.02828 -3.48641  O75 1.431, H82 1.089, H83 1.089, H84 1.088
75 O -6.57314 -2.69074 -3.02724  C74 1.431, P76 1.590
76 P -7.33454 -1.47812 -3.71949  O75 1.590, O77 1.456, O78 1.584, O80 1.579
77 O -7.02984 -0.19956 -3.09211  P76 1.456
78 O -8.85967 -1.90385 -3.73484  P76 1.584, C79 1.433
79 C -9.53126 -1.96448 -2.47012  O78 1.433, H85 1.090, H86 1.090, H87 1.086
80 O -6.99769 -1.59840 -5.25749  P76 1.579, C81 1.440
81 C -5.80937 -0.93634 -5.72911  O80 1.440, H88 1.087, H89 1.089, H90 1.088
82 H -7.18540 -4.61851 -2.65942  C74 1.089
83 H -7.49483 -4.06631 -4.31869  C74 1.089
84 H -5.84027 -4.44739 -3.80361  C74 1.088
85 H -9.06439 -1.30534 -1.73855  C79 1.090
86 H -9.51843 -2.99046 -2.10107  C79 1.090
87 H -10.56035 -1.65275 -2.62581  C79 1.086
88 H -5.36334 -1.56497 -6.49530  C81 1.087
89 H -5.08954 -0.78049 -4.92726  C81 1.089
90 H -6.08321 0.02381 -6.16033  C81 1.088
91 C -1.52629 -1.52211 3.03545  O92 1.429, H99 1.089, H100 1.090, H101 1.088
92 O -0.25013 -1.36395 2.41157  C91 1.429, P93 1.589
93 P 0.92226 -2.39386 2.71204  O92 1.589, O94 1.453, O95 1.586, O97 1.584
94 O 2.12773 -2.10789 1.95298  P93 1.453
95 O 0.27850 -3.82643 2.49414  P93 1.586, C96 1.434
96 C -0.05880 -4.17984 1.14602  O95 1.434, H102 1.090, H103 1.091, H104 1.087
97 O 1.07420 -2.40035 4.28865  P93 1.584, C98 1.439
98 C 1.96505 -1.43047 4.86918  O97 1.439, H105 1.087, H106 1.089, H107 1.088
99 H -2.27915 -1.64445 2.25789  C91 1.089
100 H -1.55453 -2.38448 3.70130  C91 1.090
101 H -1.74747 -0.62244 3.60655  C91 1.088
102 H 0.55391 -3.63687 0.42659  C96 1.090
103 H -1.11264 -3.96398 0.96707  C96 1.091
104 H 0.11409 -5.24637 1.02941  C96 1.087
105 H 1.52968 -1.09907 5.80883  C98 1.087
106 H 2.10800 -0.57278 4.21381  C98 1.089
107 H 2.92631 -1.90252 5.06049  C98 1.088
108 C 0.83988 -6.03487 9.87544  O109 1.431, H116 1.089, H117 1.089, H118 1.089
109 O 0.77393 -4.60883 9.97134  C108 1.431, P110 1.593
110 P 2.05170 -3.73177 9.60297  O109 1.593, O111 1.457, O112 1.579, O114 1.583
111 O 1.79434 -2.30177 9.70505  P110 1.457
112 O 2.52813 -4.26472 8.19519  P110 1.579, C113 1.437
113 C 1.67925 -3.98812 7.06870  O112 1.437, H119 1.089, H120 1.090, H121 1.084
114 O 3.21665 -4.29657 10.51363  P110 1.583, C115 1.435
115 C 3.37457 -3.72017 11.81826  O114 1.435, H122 1.088, H123 1.089, H124 1.088
116 H 0.08863 -6.36947 9.16152  C108 1.089
117 H 1.82067 -6.37918 9.55000  C108 1.089
118 H 0.61834 -6.46005 10.85279  C108 1.089
119 H 1.06974 -3.10123 7.23572  C113 1.089
120 H 1.03287 -4.84610 6.88338  C113 1.090
121 H 2.31046 -3.82961 6.20211  C113 1.084
122 H 3.66559 -4.51669 12.49918  C115 1.088
123 H 2.45116 -3.26336 12.17147  C115 1.089
124 H 4.15870 -2.96691 11.78391  C115 1.088

Entry 2:
This record from the OMol25 dataset describes a cluster of 2 separate species, CHN3O5S in total. The level of theory is ωB97M-V with the def2-TZVPD basis set.

Properties
energy relative to the best compared isomer or geometry (same formula, charge and spin) = 23.74 kcal per mole
E_tot = -977.075260 Eh
total charge = 0
highest occupied orbital energy (spin up / spin down) = -10.08 / -10.62 eV
Kohn-Sham gap (spin up / spin down) = 7.3761 / 7.6757 eV

Each atom is followed by the atoms it is bonded to, with distances in Å.
Positions of all 11 atoms, in Å:
1 C -1.45576 -1.08731 0.32231  N2 1.155, N3 1.298
2 N -2.52127 -0.65294 0.41890  C1 1.155
3 N -0.30240 -1.62108 0.05803  C1 1.298, O9 1.346
4 N -0.16305 1.86146 -1.01480  O5 1.177, O6 1.176, S10 2.095
5 O -0.92491 2.23271 -0.19753  N4 1.177
6 O 0.04915 2.08838 -2.14949  N4 1.176
7 O 2.15580 0.17385 -1.20287  S10 1.424
8 O 1.38379 0.68158 1.08892  S10 1.432
9 O 0.44820 -2.17869 1.02661  N3 1.346, H11 0.978
10 S 1.09186 0.35556 -0.27437  N4 2.095, O7 1.424, O8 1.432
11 H 0.23859 -1.85352 1.92430  O9 0.978

Entry 3:
This record from the OMol25 dataset describes the ion C5H13N2O with charge -1. The level of theory is ωB97M-V with the def2-TZVPD basis set.

Properties
energy relative to the best compared isomer or geometry (same formula, charge and spin) = 18.06 kcal per mole
E_tot = -383.035081 Eh
total charge = -1
highest occupied orbital energy = -2.66 eV
Kohn-Sham gap = 6.7420 eV

Each atom is followed by the atoms it is bonded to, with distances in Å.
Positions of all 21 atoms, in Å:
1 C 0.39630 -0.34868 1.66451  N2 1.446, C7 1.518, H9 1.097, H10 1.113
2 N 0.51717 -0.49416 0.23142  C1 1.446, C3 1.471, H11 1.085
3 C -0.27729 -1.62742 -0.26819  N2 1.471, C4 1.557, H12 1.105, H13 1.105
4 C -0.66696 -1.36100 -1.75147  C3 1.557, C5 1.536, H14 1.107, H15 1.092
5 C -1.48481 -0.08487 -2.00333  C4 1.536, O6 1.390, H16 1.110, H17 1.080
6 O -0.93809 1.11486 -1.56225  C5 1.390
7 C 1.30682 0.77929 2.11365  C1 1.518, N8 1.473, H18 1.083, H19 1.093
8 N 1.07632 2.09344 1.48981  C7 1.473, H20 0.982, H21 1.023
9 H 0.75452 -1.24516 2.18536  C1 1.097
10 H -0.65336 -0.17047 1.99053  C1 1.113
11 H 0.03377 0.36185 -0.22705  N2 1.085
12 H -1.22670 -1.80081 0.27001  C3 1.105
13 H 0.41694 -2.48731 -0.29433  C3 1.105
14 H -1.21856 -2.22217 -2.17495  C4 1.107
15 H 0.26404 -1.34947 -2.32287  C4 1.092
16 H -1.61788 -0.00213 -3.10239  C5 1.110
17 H -2.47696 -0.12301 -1.57847  C5 1.080
18 H 1.23134 0.96773 3.17777  C7 1.083
19 H 2.34929 0.47492 1.98908  C7 1.093
20 H 0.10278 2.13982 1.37228  N8 0.982
21 H 1.36584 2.01577 0.51188  N8 1.023